{
  "formula": "C18H37NO2",
  "method": "the ωB97M-V functional and the def2-TZVPD basis",
  "symbols": ["C", "H", "H", "H", "H", "H", "H", "C", "H", "H", "H", "H", "C", "H", "H", "H", "H", "H", "C", "H", "H", "C", "H", "H", "H", "H", "H", "C", "H", "C", "H", "O", "C", "C", "H", "H", "C", "C", "C", "N", "H", "C", "H", "C", "C", "H", "H", "O", "H", "H", "C", "H", "H", "C", "H", "C", "H", "H"],
  "xyz": [[-8.67, -2.12, -0.18], [-4.64, 0.60, -0.97], [7.05, -3.24, -1.60], [-6.83, -0.09, -0.42], [8.07, -4.00, 0.38], [5.85, 2.22, 0.39], [-4.33, -0.95, -1.75], [7.60, -3.02, 0.49], [2.31, 1.74, 1.42], [-2.11, 0.78, 0.84], [1.49, 4.02, 0.81], [1.31, 3.49, -0.87], [-2.06, 1.16, -0.18], [4.79, 1.37, 1.51], [-6.50, 0.16, 1.30], [-2.72, 2.03, -0.24], [-8.70, -1.61, -1.14], [6.66, -3.14, 1.04], [-4.25, -1.02, 0.39], [-5.69, -2.24, 1.42], [5.36, -1.75, -1.45], [-5.65, -1.64, 0.50], [-0.82, 3.49, 0.47], [-8.83, -0.36, 1.04], [4.92, 0.82, -1.49], [3.84, 3.00, -0.90], [8.19, -1.92, -1.26], [6.17, -0.34, -0.23], [2.20, 1.26, -0.28], [2.37, 2.11, 0.39], [-8.04, -3.00, -0.28], [8.51, -2.24, 1.21], [-6.76, -0.59, 0.55], [4.92, 0.49, -0.45], [-0.57, 1.98, -1.50], [4.05, -0.14, -0.29], [1.28, 3.15, 0.17], [-0.12, 2.64, 0.49], [-4.02, -0.30, -0.93], [6.17, -1.51, -0.90], [-0.13, 2.23, 1.51], [-2.56, 0.09, -1.15], [-2.45, 0.47, -2.17], [-0.63, 1.58, -0.48], [7.29, -2.44, -0.91], [-3.51, -1.82, 0.49], [-1.93, -0.80, -1.06], [7.10, 0.01, 0.48], [3.89, 3.58, 0.76], [-5.80, -2.31, -0.34], [-8.13, -1.18, 0.90], [-9.67, -2.45, 0.08], [0.02, 0.70, -0.44], [4.89, 1.71, 0.47], [-8.05, -1.73, 1.84], [3.76, 2.69, 0.14], [8.20, -1.32, 1.17], [-4.10, -0.33, 1.23]],
  "lowdin_charge": [-0.12, 0.11, 0.12, 0.11, 0.11, 0.11, 0.11, -0.27, 0.12, 0.11, 0.11, 0.11, -0.22, 0.12, 0.11, 0.12, 0.07, 0.12, -0.22, 0.11, 0.14, -0.22, 0.11, 0.10, 0.13, 0.12, 0.13, -0.47, 0.10, -0.22, 0.06, -0.08, -0.23, -0.11, 0.12, 0.12, -0.22, -0.22, -0.22, 0.05, 0.11, -0.22, 0.11, -0.23, -0.15, 0.11, 0.11, 0.07, 0.11, 0.11, -0.27, 0.07, 0.11, -0.20, 0.10, -0.22, 0.05, 0.11],
  "smiles": "CCCCCCCCCCCCCCCC(=O)NCCO",
  "largest_force_ev_per_a": 0.883,
  "gap_ev": 10.31,
  "relative_energy_kcal_mol": 0.0,
  "mol_weight_g_mol": 299.499,
  "total_charge": 0,
  "energy_ha": -913.31901
}



{
  "formula": "C18H37O10PS3",
  "method": "the ωB97M-V functional and the def2-TZVPD basis",
  "symbols": ["C", "C", "O", "C", "H", "H", "C", "H", "C", "C", "C", "C", "H", "H", "H", "O", "H", "O", "H", "H", "H", "O", "H", "H", "C", "O", "H", "H", "H", "H", "H", "H", "C", "C", "C", "S", "H", "H", "H", "O", "H", "H", "H", "H", "H", "C", "H", "H", "O", "H", "H", "C", "H", "O", "S", "H", "C", "O", "H", "H", "P", "H", "H", "O", "C", "C", "S", "H", "C"],
  "xyz": [[1.23, 1.14, -3.22], [-6.67, -3.03, -2.38], [-0.04, 1.45, 2.71], [-6.35, -1.59, -1.94], [-0.57, 2.15, -2.53], [-2.55, -1.81, 3.67], [7.00, 0.34, 1.44], [-6.38, -3.98, -4.34], [2.08, 3.34, 2.34], [-0.31, -0.62, -4.03], [7.40, -0.78, 2.40], [-1.28, 0.12, 1.22], [-5.87, -3.69, -2.03], [-1.18, -2.88, 3.79], [-5.08, -0.05, -2.87], [2.03, 0.68, 3.87], [1.44, 2.95, 1.55], [0.14, 1.77, 5.28], [7.62, 1.22, 1.61], [1.97, 0.45, -2.80], [-1.66, -2.35, 2.20], [1.50, 3.14, 3.64], [-6.08, -1.53, -0.89], [7.08, 0.01, 0.41], [3.50, 2.78, 2.18], [-0.34, -1.16, -1.46], [7.58, -1.71, 1.86], [4.14, 3.58, 1.80], [1.73, 2.08, -3.43], [0.40, 1.45, -1.20], [2.10, 4.42, 2.20], [-7.73, -2.82, -4.28], [0.61, 0.52, -4.48], [0.08, 1.33, -2.24], [-1.04, 0.39, 2.70], [-5.65, -1.72, -4.46], [-0.51, -0.69, 4.50], [3.15, 0.72, 1.61], [-1.97, 0.75, 3.15], [-2.27, 0.13, -2.40], [-7.60, -3.39, -1.94], [-4.26, -1.60, -2.56], [-7.23, -0.95, -2.10], [-0.43, -0.45, 0.85], [3.86, 2.44, 3.15], [-5.21, -1.13, -2.84], [1.36, 0.16, -5.17], [0.22, -1.56, -3.95], [-4.49, -2.27, -5.11], [-1.29, 1.08, 0.70], [3.76, 1.32, 5.23], [4.97, 1.33, 0.76], [6.61, -0.97, 3.12], [-6.45, -0.72, -5.12], [2.88, 0.31, 5.26], [0.37, -1.17, 3.02], [3.56, 1.63, 1.17], [5.64, 0.70, 1.73], [2.98, 1.86, 0.28], [-1.19, -0.73, -4.67], [0.82, 1.75, 3.99], [8.32, -0.54, 2.94], [0.02, 1.28, -5.00], [5.46, 1.64, -0.30], [-1.58, -2.03, 3.24], [-6.73, -3.04, -3.91], [-0.87, -0.18, -2.38], [-2.19, -0.44, 1.05], [-0.60, -0.87, 3.43]],
  "lowdin_charge": [-0.22, -0.22, -0.15, -0.22, 0.11, 0.08, -0.20, 0.10, -0.19, -0.21, -0.06, -0.04, 0.12, 0.08, 0.10, -0.67, 0.11, -0.23, 0.12, 0.12, 0.07, -0.16, 0.11, 0.12, -0.14, -0.32, 0.07, 0.12, 0.12, 0.09, 0.12, 0.10, -0.21, -0.23, -0.37, 0.66, 0.11, 0.12, 0.15, -0.32, 0.11, 0.09, 0.12, 0.07, 0.10, -0.24, 0.11, 0.11, -0.33, 0.08, -0.13, -0.51, 0.08, -0.32, 0.83, 0.12, -0.09, -0.01, 0.12, 0.10, 0.30, 0.07, 0.12, 0.11, -0.09, -0.22, 0.66, 0.09, -0.22],
  "largest_force_ev_per_a": 1.067,
  "gap_ev": 10.05,
  "mol_weight_g_mol": 540.659,
  "total_charge": 0,
  "energy_ha": -2996.45593
}



{
  "formula": "C18H38CaNO2P2",
  "method": "the ωB97M-V functional and the def2-TZVPD basis",
  "symbols": ["H", "H", "H", "H", "H", "C", "H", "H", "C", "H", "O", "C", "C", "H", "H", "P", "H", "H", "C", "C", "H", "H", "H", "H", "H", "O", "C", "H", "C", "C", "C", "H", "C", "H", "H", "H", "H", "H", "H", "H", "C", "C", "C", "H", "H", "H", "H", "P", "H", "C", "H", "H", "C", "C", "N", "H", "H", "Ca", "H", "C", "H", "H"],
  "xyz": [[3.33, -1.15, -1.74], [-2.79, 2.69, 0.01], [0.21, 0.11, -3.16], [-3.05, 4.01, -1.14], [1.40, -5.27, 0.23], [0.40, -3.62, 1.30], [-1.67, 3.61, 2.42], [-1.05, -2.58, -2.20], [0.62, 4.95, 1.61], [1.34, 2.99, 2.14], [-2.87, -0.10, 1.64], [-0.73, 3.15, 2.74], [0.62, -5.10, 0.98], [2.42, -3.24, -0.54], [3.33, 1.36, -1.59], [0.15, 2.49, 0.17], [-0.46, 3.58, 3.71], [-2.38, -4.38, -0.07], [-0.97, 3.49, -0.96], [-2.23, -0.04, 0.68], [3.08, -1.05, 0.01], [-1.12, 5.23, -2.20], [-1.68, -3.87, 1.95], [-3.05, -3.83, -1.62], [-0.37, 5.58, -0.64], [0.76, -0.14, 2.32], [1.79, -2.47, -1.01], [-0.31, 5.47, 1.35], [-0.43, 4.83, -1.45], [-2.37, -3.56, -0.80], [-0.43, -4.61, -2.03], [-0.89, -2.41, 2.61], [0.29, -0.08, 1.26], [1.64, -2.75, -2.06], [0.56, -4.47, -2.49], [-0.31, -5.58, 0.66], [-1.05, 2.85, -1.86], [-0.37, -5.45, -1.33], [-2.38, 4.37, 0.47], [0.94, 5.34, 2.58], [1.78, 2.58, -0.70], [-0.73, -3.45, 2.33], [0.40, 3.44, 1.74], [1.34, -3.23, 1.75], [-0.57, 0.10, -3.25], [1.40, 5.21, 0.88], [0.94, -5.61, 1.90], [0.15, -2.49, -0.14], [-0.46, -4.01, 3.24], [-2.37, 3.64, -0.35], [-1.12, -4.91, -2.83], [-0.89, 2.07, 2.89], [2.53, 1.23, -0.82], [-0.97, -3.34, -1.38], [1.72, 0.07, -1.16], [2.42, 3.28, -0.14], [1.63, 2.99, -1.71], [-0.50, 0.08, -1.14], [-2.79, -2.67, -0.32], [2.54, -1.12, -0.96], [3.08, 1.05, 0.13], [0.56, 4.76, -1.92]],
  "lowdin_charge": [0.12, 0.05, 0.06, 0.09, 0.08, -0.54, 0.07, 0.09, -0.11, 0.12, 0.11, -0.11, -0.11, 0.09, 0.12, 0.97, 0.09, 0.08, -0.56, -0.08, 0.11, 0.09, 0.07, 0.09, 0.06, 0.08, -0.31, 0.07, -0.11, -0.11, -0.11, 0.06, -0.29, 0.08, 0.07, 0.07, 0.09, 0.06, 0.08, 0.09, -0.31, -0.11, -0.54, 0.12, 0.04, 0.08, 0.09, 0.97, 0.09, -0.11, 0.09, 0.06, -0.36, -0.56, -0.34, 0.09, 0.08, 0.90, 0.05, -0.36, 0.11, 0.07],
  "largest_force_ev_per_a": 4.237,
  "gap_ev": [6.90, 6.89],
  "relative_energy_kcal_mol": 0.0,
  "mol_weight_g_mol": 402.533,
  "total_charge": 1,
  "energy_ha": -2273.94057
}